(1)
{"formula": "C2H4ClNS", "method": "ωB97M-V/def2-TZVPD", "species": ["C", "C", "N", "S", "Cl", "H", "H", "H", "H"], "coordinates": [[-0.331742, 1.215982, 0.027330], [-0.252213, -1.183671, -0.009824], [0.257236, 0.113872, 0.163801], [-2.006044, 1.465807, -0.177803], [2.836367, 0.877369, -0.108255], [0.414019, 1.962580, 0.184271], [0.433630, -1.606203, -0.744558], [-0.069941, -1.815696, 1.032338], [-1.281311, -1.030042, -0.367302]], "forces_ev_per_a": [[0.171, 0.572, 0.257], [0.214, -1.042, 1.914], [1.960, -0.836, 0.596], [-0.322, 0.117, -0.083], [-0.541, -0.284, 0.066], [-0.329, 1.558, -0.149], [-0.341, -0.500, -0.095], [-0.860, 1.599, -2.739], [0.047, -1.182, 0.233]], "lumo_ev": [-2.84, -3.19]}



(2)
{"formula": "C2H4ClNSi", "method": "ωB97M-V/def2-TZVPD", "species": ["N", "Si", "H", "H", "H", "C", "C", "Cl", "H"], "coordinates": [[-1.700938, -0.389551, -0.640130], [-0.501516, -1.190952, -1.360056], [-1.768136, -0.253899, 0.346636], [0.831064, -0.520374, -1.667304], [-0.281585, -2.573226, -1.942225], [0.827454, 1.241179, 0.536581], [0.942067, 1.244546, 1.735908], [1.127245, 1.132393, 3.384944], [0.524343, 1.309884, -0.394354]], "forces_ev_per_a": [[1.526, -1.808, -1.193], [0.271, 0.851, 0.575], [-0.460, 0.513, 0.374], [-0.624, -0.214, -0.052], [-0.764, 0.475, 0.126], [0.917, 0.030, 4.991], [0.167, -0.273, -0.109], [-0.024, 0.111, -0.728], [-1.010, 0.314, -3.984]], "lumo_ev": -0.59, "smiles": "N=[SiH2].C#CCl"}



(3)
{"formula": "C2H4ClOP", "method": "ωB97M-V/def2-TZVPD", "species": ["O", "P", "C", "C", "Cl", "H", "H", "H", "H"], "coordinates": [[0.316127, -2.003211, -1.678725], [0.378598, -0.374318, -1.515267], [0.434331, -0.195780, 0.149324], [0.449463, 1.139468, 0.793089], [1.954720, 1.478198, 1.769793], [0.400357, -2.282644, -2.591368], [0.383638, -1.071485, 0.783405], [-0.372405, 1.248359, 1.503198], [0.422244, 1.941959, 0.056758]], "forces_ev_per_a": [[-0.027, 0.007, 0.258], [0.192, 0.214, 1.126], [-0.046, -0.209, -1.048], [0.035, 0.250, 0.002], [-0.209, -0.250, -0.170], [-0.031, 0.009, -0.222], [0.105, -0.069, 0.102], [0.126, 0.067, -0.125], [-0.144, -0.019, 0.078]], "lumo_ev": 0.24, "smiles": "O/P=C/CCl"}



(4)
{"formula": "C2H4ClP", "method": "ωB97M-V/def2-TZVPD", "species": ["Cl", "C", "C", "P", "H", "H", "H", "H"], "coordinates": [[-1.444682, -1.493230, 1.316467], [-0.995340, -0.028409, 0.376317], [0.293254, 0.000610, -0.503694], [0.383574, 1.055678, 1.010326], [-1.979333, 0.353745, 0.111900], [1.074261, -0.734853, -0.508185], [-0.003039, 0.376468, -1.471912], [1.064023, -0.060750, 1.833386]], "forces_ev_per_a": [[0.390, 0.098, -0.197], [1.417, -1.312, 0.937], [-2.092, 0.384, 0.431], [0.291, -0.835, 0.804], [0.773, 0.533, -0.690], [-0.425, -0.771, -0.026], [0.635, 0.496, -0.152], [-0.990, 1.407, -1.107]], "lumo_ev": 1.02, "smiles": "Cl[C@@H]1CP1"}



(5)
{"formula": "C2H4CuLiO3", "method": "ωB97M-V/def2-TZVPD", "species": ["H", "O", "C", "C", "O", "O", "Li", "Cu", "H", "H", "H"], "coordinates": [[-0.320648, 0.395741, -1.662524], [1.155169, 0.335888, 1.136453], [0.162084, 1.059988, 1.024661], [-1.156056, -0.297859, -1.518967], [-0.907763, -1.479270, -1.206071], [0.373466, -1.749072, -0.803325], [2.973051, 0.976205, 1.476512], [0.505574, -1.937893, 1.270866], [0.272102, 2.152592, 0.916341], [-0.849850, 0.622435, 1.084248], [-2.207129, -0.078754, -1.718195]], "forces_ev_per_a": [[-0.233, -0.069, 0.250], [-0.574, 0.642, 0.282], [0.488, -0.202, 0.407], [0.067, -0.703, -0.846], [-1.148, 0.842, 0.530], [0.876, -0.066, 0.683], [0.280, -0.008, -0.040], [-0.023, -0.328, -0.921], [-0.168, -0.252, -0.094], [0.220, 0.205, -0.072], [0.214, -0.061, -0.181]], "lumo_ev": -9.43, "total_charge": 2}



(6)
{"formula": "C2H4EuO3", "method": "ωB97M-V/def2-TZVPD", "species": ["O", "C", "Eu", "O", "O", "H", "C", "H", "H", "H"], "coordinates": [[-0.641628, 1.670783, 0.447390], [-0.116466, 0.838393, -0.362136], [3.286139, 0.697060, 0.153335], [-0.399874, -0.344818, -0.796912], [1.014566, 1.313560, -0.691786], [0.340240, 2.339425, 0.383903], [-0.767919, -1.427321, 0.065104], [-0.622835, -1.234168, 1.131966], [-1.849882, -1.530899, -0.048573], [-0.242342, -2.322016, -0.282294]], "forces_ev_per_a": [[0.524, 1.469, 1.013], [1.814, -0.050, 0.101], [-0.839, 0.299, -0.766], [0.150, 1.421, 0.087], [3.972, -0.710, -1.153], [-4.209, -1.809, 0.251], [-1.914, -0.798, 0.674], [0.441, 0.260, -0.216], [0.195, -0.447, -0.031], [-0.135, 0.365, 0.040]], "lumo_ev": [-10.25, -10.02], "spin_multiplicity": 8, "s_squared": 15.759, "total_charge": 2}



(7)
{"formula": "C2H4F10KN2O16S6", "method": "ωB97M-V/def2-TZVPD", "species": ["K", "N", "S", "O", "O", "F", "S", "O", "O", "F", "N", "S", "O", "O", "F", "S", "O", "O", "F", "C", "F", "F", "F", "S", "O", "O", "O", "C", "F", "F", "F", "S", "O", "O", "O", "O", "H", "H", "O", "H", "H"], "coordinates": [[-14.803554, 0.707134, 4.911263], [-21.230368, 0.146976, 8.128968], [-21.680912, 1.019923, 9.213205], [-22.764987, 1.897562, 8.994887], [-20.627121, 1.463821, 10.148622], [-22.418920, -0.186207, 10.046337], [-20.397765, 1.311820, 7.138301], [-18.932374, 1.186977, 7.124437], [-21.050404, 2.599061, 6.975742], [-20.804257, 0.589128, 5.738167], [-17.995063, 4.763792, -0.631077], [-16.811615, 4.785000, 0.591246], [-15.749160, 5.772173, 0.455855], [-16.464425, 3.559097, 1.303971], [-17.751999, 5.557871, 1.600831], [-17.290270, 3.689672, -1.415496], [-17.531387, 2.285359, -1.025674], [-15.963309, 4.048667, -1.893177], [-18.151363, 3.824078, -2.842120], [-12.859795, 1.055151, 12.062764], [-13.494211, 0.528719, 13.124189], [-12.985365, 2.389018, 12.228860], [-11.553540, 0.693426, 11.963890], [-13.827105, 0.450163, 10.480948], [-13.667789, -1.008806, 10.367788], [-15.232651, 0.768171, 10.745710], [-13.297352, 1.181883, 9.336757], [-10.506322, 4.380137, 1.252716], [-11.441332, 4.228521, 0.350589], [-9.259633, 4.100440, 0.765377], [-10.476100, 5.678012, 1.640922], [-10.994030, 3.376487, 2.765857], [-11.412725, 1.999011, 2.370213], [-9.743864, 3.307145, 3.466970], [-12.017622, 4.106777, 3.429084], [-15.652625, -3.154428, 5.964845], [-16.488500, -3.619936, 5.993937], [-15.144835, -3.614530, 5.296488], [-17.068374, -0.665099, 1.539347], [-17.216413, -1.461979, 1.030141], [-17.245382, 0.048044, 0.925893]], "forces_ev_per_a": [[0.030, 0.251, 0.047], [3.667, -0.022, -6.365], [-0.776, 1.623, 8.752], [-1.014, 1.023, -0.335], [-1.695, -0.366, -1.697], [0.238, 0.226, -0.070], [0.973, -1.383, -2.461], [-2.996, 0.289, 0.587], [1.224, -1.542, 0.805], [0.253, 0.104, 0.741], [1.174, 1.001, 3.368], [1.246, 2.850, 3.527], [-1.425, -1.537, -0.805], [-0.982, 1.314, -1.693], [-0.563, -0.223, 0.248], [0.931, -5.141, -5.940], [0.323, 2.425, -0.769], [-1.010, -0.743, 0.772], [0.215, -0.113, 1.247], [-1.668, -0.299, -1.886], [1.092, -0.404, 0.156], [0.816, -0.414, -0.258], [-0.912, 0.460, 0.899], [-2.379, -1.101, -1.488], [1.095, 1.075, 0.871], [1.324, 0.479, 0.767], [0.738, 0.111, 0.873], [0.130, -0.094, 1.853], [-0.009, 0.122, -1.299], [-1.200, -0.010, -0.028], [0.129, -0.208, -0.464], [0.754, -3.842, 0.282], [0.116, 1.978, -0.594], [1.241, 0.602, 0.390], [-1.208, 1.239, 0.012], [0.174, 0.234, -0.038], [-0.296, 0.002, 0.102], [0.164, -0.128, -0.143], [0.128, -0.224, 0.359], [-0.026, -0.135, -0.094], [-0.019, 0.519, -0.229]], "lumo_ev": 4.34, "total_charge": -3}



(8)
{"formula": "C2H4F2N2O2", "method": "ωB97M-V/def2-TZVPD", "species": ["C", "C", "N", "N", "O", "O", "F", "F", "H", "H", "H", "H"], "coordinates": [[-0.313601, -0.545352, -0.307112], [1.757478, 0.071949, -0.092066], [-2.362351, 0.348048, 0.325311], [-0.960223, 0.482072, 0.192064], [-0.440881, -1.652355, -0.735233], [2.534836, -0.879444, -0.724012], [1.750862, 1.302670, -0.653887], [1.977725, 0.243741, 1.257625], [-2.623596, 0.107707, 1.324760], [-2.876230, 0.980735, -0.280649], [-0.304941, 1.194554, 0.732235], [1.860923, -1.654324, -1.039032]], "forces_ev_per_a": [[5.639, -0.246, 0.431], [-4.389, -2.208, -0.706], [0.726, -0.434, 1.574], [0.087, 1.427, 1.212], [-0.751, 0.798, -0.019], [-2.654, -0.685, 0.169], [1.069, -0.273, 0.139], [0.623, -0.168, -1.184], [-0.023, 0.951, -2.133], [0.003, -0.052, 0.883], [-2.273, -1.768, -1.529], [1.943, 2.658, 1.163]], "lumo_ev": 0.53}



(9)
{"formula": "C2H4F2OS", "method": "ωB97M-V/def2-TZVPD", "species": ["C", "C", "O", "F", "F", "S", "H", "H", "H", "H"], "coordinates": [[-0.748260, -0.737654, -0.048630], [0.625764, -0.383295, 0.336157], [3.172356, -0.000933, -0.025853], [2.514040, 2.272161, 0.276023], [0.771914, 0.044876, 1.593854], [1.921370, -0.583726, -0.650443], [-0.840238, -1.206644, -0.955831], [-1.125603, -1.463977, 0.635878], [-1.368160, 0.086472, -0.245813], [3.269322, 1.706626, 0.095480]], "forces_ev_per_a": [[0.734, -0.216, 1.040], [0.747, 0.001, 0.286], [-0.706, -1.638, -0.819], [0.825, 0.431, -0.191], [-0.051, -0.044, -0.929], [0.692, 1.174, 1.135], [0.659, -1.431, -2.503], [-0.652, -0.056, 0.902], [-0.913, 1.491, 0.736], [-1.336, 0.288, 0.342]], "lumo_ev": -0.32}



(10)
{"formula": "C2H4F3LuO2S", "method": "ωB97M-V/def2-TZVPD", "species": ["C", "H", "H", "H", "Lu", "H", "S", "O", "O", "C", "F", "F", "F"], "coordinates": [[-5.525349, 1.548805, -0.520085], [-6.481067, 1.057137, -0.764313], [-5.320728, 2.189323, -1.398428], [-4.829476, 0.694016, -0.413342], [-5.692694, 2.842810, 1.466766], [-3.021730, 2.621582, -0.527318], [-2.380503, 3.896882, 1.225095], [-2.616599, 3.532444, -0.311129], [-3.544998, 3.377597, 2.044858], [-1.056833, 2.607572, 1.618086], [0.080413, 3.026837, 1.100017], [-0.953364, 2.511744, 2.927799], [-1.378730, 1.436091, 1.108248]], "forces_ev_per_a": [[-0.266, 0.546, 1.041], [-0.059, 0.254, 0.289], [0.246, -0.258, 0.335], [0.059, 0.568, -0.093], [1.745, -0.633, -0.738], [1.142, 1.305, 0.503], [1.202, 0.097, -1.101], [-1.077, -1.025, 0.223], [-2.807, -0.857, -0.577], [1.219, -0.394, 0.498], [-0.599, 0.171, -0.047], [-0.316, 0.218, -0.113], [-0.488, 0.007, -0.220]], "lumo_ev": -10.98, "total_charge": 2}



Number 1: F_max 3.286 eV/Å. Number 2: F_max 5.075 eV/Å. Number 3: F_max 1.162 eV/Å. Number 4: F_max 2.170 eV/Å. Number 5: F_max 1.520 eV/Å. Number 6: F_max 4.588 eV/Å. Number 7: F_max 8.935 eV/Å. Number 8: F_max 5.661 eV/Å. Number 9: F_max 2.958 eV/Å. Number 10: F_max 2.991 eV/Å.